No. 1
A structure of composition C27H35N4O3RhSTe4. Source: the Open Molecules 2025 dataset; level of theory: ωB97M-V/def2-TZVPD.

## Properties
* E: -3075.56097 hartree
* multiplicity: 6
* <S²>: 8.813
* total charge: -1
* HOMO (spin up / spin down): -2.4 / -4.8 eV
* Kohn-Sham gap (spin up / spin down): 4.4 / 5.6 eV

```
75
Properties=species:S:1:pos:R:3:mulliken_spin:R:1
Rh -1.7656 1.3948 -2.1784 0.632
C 0.4515 2.2257 4.7068 -0.003
C -0.4494 1.0585 4.2794 -0.021
C 0.2923 -0.2660 4.5040 0.005
C -1.6929 1.0616 5.1710 0.003
C -0.8017 1.2040 2.7975 -0.071
C -2.1359 1.3499 2.3436 0.245
C -2.3574 1.4592 0.9872 -0.114
N -1.4057 1.4437 0.0603 0.220
C -0.0922 1.3178 0.4629 0.148
C 0.1878 1.1981 1.8528 0.136
C 0.9124 1.3217 -0.5364 0.113
C 2.3020 1.2212 -0.2541 0.116
C 3.2459 1.2597 -1.2469 -0.074
C 2.7897 1.4095 -2.5757 0.270
C 1.4298 1.4907 -2.7972 -0.166
N 0.5097 1.4501 -1.8426 0.174
C 4.7311 1.1495 -0.8968 -0.010
C 4.9894 -0.1698 -0.1570 -0.002
C 5.6210 1.1781 -2.1412 0.002
C 5.1297 2.3256 0.0057 -0.006
H 0.7028 2.1435 5.7692 0.001
H -0.0537 3.1800 4.5438 0.000
H 1.3813 2.2378 4.1365 0.001
H 0.5423 -0.3867 5.5627 0.001
H 1.2182 -0.3076 3.9284 -0.003
H -0.3298 -1.1097 4.1974 -0.001
H -1.3943 0.9507 6.2167 0.000
H -2.3637 0.2364 4.9223 0.001
H -2.2494 1.9961 5.0772 0.000
H -2.9826 1.3579 3.0131 0.033
H -3.3731 1.5547 0.6229 0.014
H 1.2186 1.0916 2.1653 0.033
H 2.6183 1.1177 0.7758 0.036
H 3.4590 1.4378 -3.4218 0.035
H 1.0559 1.5811 -3.8092 0.045
H 4.7021 -1.0208 -0.7779 0.001
H 4.4179 -0.2249 0.7707 0.000
H 6.0513 -0.2641 0.0906 0.001
H 5.3924 0.3491 -2.8140 0.001
H 6.6695 1.0927 -1.8437 0.000
H 5.5033 2.1114 -2.6949 0.000
H 4.5601 2.3217 0.9361 0.002
H 4.9420 3.2763 -0.4978 0.001
H 6.1940 2.2698 0.2554 0.001
Te -1.6242 1.4303 -4.8624 1.427
Te -4.0719 1.4781 -6.3612 0.511
Te -5.8271 1.5388 -4.3595 0.202
Te -4.4572 1.3534 -1.9728 1.008
S -1.7620 4.7405 -2.1831 -0.041
C -1.8007 3.1998 -2.2156 0.028
C -0.7563 -2.4244 1.0687 0.000
C -2.0446 -3.1000 0.6104 0.003
C -2.3246 -2.9190 -0.8931 -0.019
C -3.6643 -3.5889 -1.2656 -0.002
C -4.0502 -3.3904 -2.7292 0.012
C -1.2236 -3.6093 -1.6620 -0.006
O -0.9871 -4.7973 -1.5534 0.000
N -0.5148 -2.8176 -2.5136 -0.001
C -0.7135 -1.4555 -2.7793 -0.039
O -0.0342 -0.9741 -3.6644 0.026
N -1.6538 -0.7740 -2.0577 0.084
C -2.4599 -1.4240 -1.1768 -0.029
O -3.3649 -0.8492 -0.5826 0.041
H -0.5875 -2.5980 2.1329 0.000
H -0.7970 -1.3421 0.9160 -0.002
H 0.1130 -2.8111 0.5304 -0.003
H -2.8962 -2.6783 1.1442 0.001
H -2.0093 -4.1730 0.8086 0.000
H -4.4283 -3.1622 -0.6154 0.002
H -3.5711 -4.6521 -1.0353 0.000
H -4.1672 -2.3309 -2.9703 -0.004
H -4.9981 -3.8838 -2.9497 0.001
H -3.2967 -3.8098 -3.4014 0.000
H 0.1993 -3.2518 -3.0762 -0.001
```

No. 2
A structure of composition C27H35N8O2STl. Source: the Open Molecules 2025 dataset; level of theory: ωB97M-V/def2-TZVPD.

## Properties
* E: -2208.54943 hartree
* total charge: +2
* HOMO: -13.3 eV
* Kohn-Sham gap: 7.2 eV

```
74
Properties=species:S:1:pos:R:3:mulliken_charge:R:1
Tl 0.1389 -0.3157 0.0622 1.094
C 1.2909 -0.6696 -2.7095 -1.707
N 2.6477 -0.8142 -2.2393 0.136
C 3.6093 -1.5888 -3.0240 -0.664
C 4.8694 -1.4541 -2.1875 -0.723
N 4.3450 -1.1103 -0.8575 0.024
C 5.3522 -0.7968 0.1568 -1.029
C 3.0710 -0.6681 -0.9642 0.463
N 2.3015 -0.1341 -0.0104 -0.073
C 2.7883 0.0528 1.3613 -0.815
C 1.7465 0.8211 2.1604 -1.079
N 0.5015 0.0615 2.2481 -0.288
C 0.0081 -0.3728 3.4105 0.587
N -1.1617 -1.0254 3.4881 0.080
C -2.0410 -1.2874 2.3801 -0.983
C -1.6247 -1.1808 4.8631 -0.630
C -0.3878 -0.8018 5.6669 -0.843
N 0.5074 -0.2104 4.6624 0.008
C 1.7833 0.2965 5.1507 -1.014
H 1.2884 -0.8014 -3.7891 0.476
H 0.8962 0.3276 -2.5124 0.501
H 0.6233 -1.4436 -2.3040 0.721
H 3.7172 -1.1629 -4.0184 0.397
H 3.2816 -2.6274 -3.1162 0.330
H 5.5228 -0.6559 -2.5479 0.376
H 5.4396 -2.3780 -2.1335 0.405
H 6.2455 -1.3583 -0.1043 0.367
H 5.0498 -1.1173 1.1460 0.381
H 5.6094 0.2640 0.1612 0.372
H 3.7067 0.6354 1.3714 0.741
H 2.9792 -0.9087 1.8475 0.411
H 1.5381 1.7670 1.6601 -0.072
H 2.1775 1.0745 3.1143 0.289
H -1.5567 -1.9033 1.6247 0.409
H -2.4285 -0.3667 1.9377 0.268
H -2.8946 -1.8582 2.7366 0.409
H -1.9514 -2.2031 5.0416 0.397
H -2.4628 -0.5087 5.0571 0.338
H 0.0916 -1.6670 6.1277 0.393
H -0.6063 -0.0725 6.4447 0.455
H 1.8183 0.0852 6.2163 0.434
H 1.8791 1.3751 5.0348 0.330
H 2.6324 -0.2134 4.6963 0.385
O -3.5915 -1.3343 -0.2069 -0.696
S -2.4332 -1.3135 -1.0469 1.601
O -1.3013 -2.1999 -0.7156 -0.849
N -1.6406 0.1153 -1.0463 0.212
C -2.2369 1.3756 -0.8055 0.768
C -3.5748 1.6652 -0.7660 -0.700
C -4.0112 3.0027 -0.6130 -1.068
C -3.1281 4.0331 -0.4928 -0.923
C -1.7371 3.7626 -0.4906 0.683
C -0.7441 4.7582 -0.3710 -0.693
C 0.5809 4.4123 -0.3769 -1.144
C 0.9201 3.0532 -0.4462 -0.112
N 0.0218 2.0959 -0.5618 0.302
C -1.2968 2.4338 -0.6253 0.030
C -2.9222 -1.6380 -2.6942 0.250
C -2.0276 -2.2119 -3.5923 -0.168
C -2.4609 -2.4887 -4.8763 -0.867
C -3.7692 -2.2003 -5.2481 -0.480
C -4.6540 -1.6396 -4.3392 -0.794
C -4.2377 -1.3608 -3.0466 -0.315
H -4.3086 0.8797 -0.8695 0.464
H -5.0751 3.1992 -0.6067 0.443
H -3.4710 5.0571 -0.4174 0.446
H -1.0436 5.7956 -0.2788 0.478
H 1.3594 5.1597 -0.3126 0.437
H 1.9578 2.7372 -0.3997 0.559
H -1.0240 -2.4648 -3.2796 0.429
H -1.7859 -2.9482 -5.5858 0.428
H -4.1043 -2.4301 -6.2509 0.418
H -5.6754 -1.4350 -4.6294 0.422
H -4.9271 -0.9551 -2.3186 0.382
```

No. 3
A structure of composition C27H35N9O4Sm. Source: the Open Molecules 2025 dataset; level of theory: ωB97M-V/def2-TZVPD.

## Properties
* E: -2501.56301 hartree
* multiplicity: 6
* <S²>: 8.758
* total charge: +1
* HOMO (spin up / spin down): -10.7 / -10.7 eV
* Kohn-Sham gap (spin up / spin down): 7.7 / 8.2 eV

```
76
Properties=species:S:1:pos:R:3:mulliken_spin:R:1
Sm -0.2700 0.0883 -0.2059 5.069
C 1.5911 5.0696 -0.0076 0.000
N 1.7405 3.6360 -0.1683 -0.001
C 2.8221 3.2064 -1.0470 0.000
C 0.9464 2.7535 0.4727 -0.007
N 1.3327 1.5261 0.8374 -0.009
C 2.6991 1.3213 1.1614 -0.007
C 3.2961 2.1765 2.0511 0.000
C 4.6927 2.1940 2.2371 0.001
C 5.4786 1.3884 1.4736 -0.001
C 4.8961 0.4429 0.5881 0.001
C 5.7379 -0.3548 -0.2316 -0.002
C 5.2092 -1.2678 -1.0906 0.001
C 3.8243 -1.5226 -1.0597 -0.003
C 2.9921 -0.8172 -0.2333 -0.002
N 1.6555 -1.2616 -0.0591 -0.014
C 1.3612 -2.5201 0.1787 -0.012
N 0.0644 -2.9020 -0.1349 -0.003
C -0.4476 -2.7339 -1.4975 0.007
C -0.6659 -3.8400 0.7211 0.002
N 2.1969 -3.4215 0.7431 0.000
C 2.2383 -4.8066 0.2972 0.000
C 3.2799 -3.0400 1.6318 0.000
C 3.4894 0.3073 0.5102 0.002
N -0.3601 3.0950 0.6658 0.002
C -1.1765 2.5104 1.7182 0.001
C -1.1169 3.8604 -0.3191 0.000
H 2.5563 5.4906 0.2772 0.000
H 0.8743 5.2794 0.7834 0.000
H 1.2643 5.5451 -0.9331 0.000
H 3.7935 3.2655 -0.5512 0.000
H 2.8143 3.8581 -1.9210 0.000
H 2.6318 2.1989 -1.3987 0.000
H 2.6828 2.9073 2.5622 0.000
H 5.1311 2.8901 2.9380 0.000
H 6.5564 1.4397 1.5324 0.000
H 6.8055 -0.1963 -0.1777 0.000
H 5.8449 -1.8390 -1.7511 0.000
H 3.4159 -2.3318 -1.6524 0.000
H 0.2135 -2.0730 -2.0686 -0.001
H -1.4597 -2.3151 -1.4815 0.002
H -0.4926 -3.6928 -2.0219 0.000
H -0.0297 -4.6301 1.1141 0.000
H -1.4539 -4.3052 0.1314 0.000
H -1.1327 -3.3180 1.5559 0.000
H 1.4766 -4.9841 -0.4574 0.000
H 2.0875 -5.4949 1.1309 0.000
H 3.2160 -5.0032 -0.1487 0.000
H 3.1215 -2.0335 2.0060 0.000
H 4.2457 -3.0759 1.1238 0.000
H 3.2886 -3.7338 2.4742 0.000
H -0.5465 1.9599 2.4154 -0.001
H -1.9320 1.8343 1.2868 0.000
H -1.7346 3.2754 2.2628 0.000
H -0.4892 4.1151 -1.1651 0.000
H -1.5260 4.7663 0.1303 0.000
H -1.9474 3.2467 -0.6858 0.000
C 1.0892 -0.8689 3.7561 -0.001
C -0.3163 -1.0579 3.3253 0.000
N -0.8190 -0.7516 2.1397 -0.011
C -2.1554 -1.0684 2.1965 0.010
C -2.4616 -1.5774 3.4257 -0.002
N -1.2806 -1.5634 4.1220 0.000
C -3.6702 -2.1125 4.1154 0.000
O -4.7973 -2.1308 3.4341 0.000
O -3.5514 -2.5166 5.2433 0.000
C -3.0355 -0.8411 1.0301 -0.008
O -4.2186 -1.1354 1.0596 0.000
O -2.4147 -0.3144 0.0122 -0.013
H 1.6390 -0.3386 2.9788 0.001
H 1.5730 -1.8260 3.9510 0.000
H 1.1397 -0.2796 4.6715 0.000
H -1.2163 -1.8844 5.0797 0.000
H -4.6707 -1.7774 2.5112 0.000
N 0.7419 1.6367 -3.2427 0.002
C 0.1927 1.0848 -2.3871 -0.003
```

No. 4
A structure of composition C27H36AlBr3ClF3ILiN3O6S in a non-equilibrium geometry. Source: the Open Molecules 2025 dataset; level of theory: ωB97M-V/def2-TZVPD.

## Properties
* E: -11093.26668 hartree
* total charge: +1
* HOMO: -11.0 eV
* Kohn-Sham gap: 5.7 eV

```
83
Properties=species:S:1:pos:R:3:mulliken_charge:R:1
C -0.1535 -1.4236 1.6521 0.484
C 0.5094 -0.5683 1.1327 -1.235
C 1.1143 0.6083 0.5449 0.685
Br 3.1487 0.5800 0.4955 0.559
C 0.4279 0.9992 -0.7688 -0.421
C -0.9085 1.3616 -0.2769 0.208
C -2.0613 1.2330 -1.1874 -0.305
I -3.0339 3.1348 -1.4188 0.177
C -2.9533 0.0132 -0.8654 -0.254
C -4.3115 0.2849 -0.2478 -1.002
N -0.8492 1.7802 0.9639 0.047
C -1.8781 2.2004 1.8710 -1.226
S -1.9646 0.9667 3.2300 0.061
C -3.6110 0.7004 3.8367 0.106
C -3.4680 0.4335 5.3269 -1.719
C 0.6004 1.8016 1.2804 -1.447
Br 1.2573 2.1152 3.0532 -0.003
H -0.9295 -1.9711 2.1776 0.616
H 0.9976 1.9182 -1.1334 0.434
H 0.2989 0.1398 -1.4165 0.615
H -1.6471 1.0631 -2.1734 0.116
H -2.3783 -0.6998 -0.2754 0.390
H -3.1361 -0.4780 -1.8178 0.313
H -4.7197 -0.6756 0.0710 0.355
H -5.0126 0.6724 -0.9786 0.382
H -4.2413 0.9442 0.6185 0.116
H -2.8498 2.2658 1.3998 0.379
H -1.6389 3.2040 2.2170 0.371
H -3.9386 -0.2910 3.4340 0.290
H -4.3271 1.5147 3.6436 0.688
H -4.3888 0.0209 5.7318 0.319
H -2.6717 -0.2977 5.4406 0.368
H -3.1700 1.3379 5.8458 0.431
H 0.9349 2.6462 0.6559 1.113
Br 3.2901 -1.8690 0.0722 -0.047
C 6.2628 -4.3022 -0.9937 -0.175
C 5.4843 -4.5363 -2.2751 -0.312
O 6.1355 -5.6864 -2.8169 -0.339
C 6.7352 -6.3589 -1.8012 0.629
O 7.2126 -7.4368 -1.8947 -0.491
O 6.7067 -5.6193 -0.6633 -0.341
H 5.6564 -3.8906 -0.1916 0.174
H 7.1341 -3.6632 -1.1450 0.253
H 4.4360 -4.7791 -2.0887 0.274
H 5.5363 -3.7023 -2.9693 0.307
Al -5.5235 -0.0849 2.5077 0.455
Cl 4.9359 2.2134 0.9799 -0.548
C -1.3361 -1.7614 8.3247 -0.868
C -1.0774 -1.1481 9.6956 -0.429
C -2.3273 -0.5021 10.3079 -0.440
C -2.8353 0.5806 9.4711 0.294
N -3.2314 1.4331 8.8180 -0.450
H -1.6402 -1.0022 7.6027 0.095
H -0.4348 -2.2352 7.9391 0.346
H -2.1188 -2.5202 8.3729 0.322
H -0.2863 -0.4010 9.6159 0.296
H -0.7195 -1.9204 10.3768 0.302
H -2.1013 -0.0913 11.2921 0.300
H -3.1195 -1.2426 10.4277 0.279
F -2.1239 -1.5377 3.3378 -0.795
F 1.9500 2.9196 -1.5716 -0.788
Li 2.5057 3.6915 1.8936 0.814
C -1.1371 -0.0035 -6.7743 -0.539
C -1.9587 1.0145 -6.0159 0.391
O -1.7628 0.6023 -4.6662 -0.303
C -0.5462 -0.0115 -4.6053 0.578
O 0.0090 -0.2448 -3.5800 -0.471
O -0.0982 -0.3073 -5.8254 -0.341
F -3.2756 0.9466 -6.3166 -0.290
H -1.7101 -0.9080 -6.9817 0.319
H -0.7169 0.3866 -7.6962 0.339
H -1.6219 2.0455 -6.1267 0.222
N 1.2734 1.4591 -8.1740 -0.364
C 1.2783 2.7155 -7.7316 -0.097
C 2.4300 3.4179 -7.4190 -0.649
C 3.6496 2.7787 -7.5706 -0.105
C 3.6635 1.4719 -8.0284 -0.543
C 2.4536 0.8601 -8.3161 -0.157
H 0.3038 3.1826 -7.6233 0.398
H 2.3714 4.4374 -7.0652 0.360
H 4.5729 3.2907 -7.3354 0.382
H 4.5919 0.9348 -8.1608 0.374
H 2.4235 -0.1610 -8.6790 0.370
```